No. 1
Computed, not measured: a molecular structure, C28H49BFeN12O4P, with ωB97M-V/def2-TZVPD.

Its total charge is +1. Its largest force on an atom is 0.5 eV/Å. The spin multiplicity is 5. As for the expectation value of S²: 6.01. Its orbital gap (alpha / beta) is 9.454 / 8.708 eV.

Geometry as XYZ:
```
96
C28H49BFeN12O4P ωB97M-V/def2-TZVPD
Fe -0.764 0.434 0.451
C 0.584 4.235 2.327
C 0.675 3.261 1.330
N -0.298 2.359 1.461
N -1.015 2.725 2.539
C -0.506 3.841 3.081
B -2.157 1.816 3.057
N -3.192 1.643 1.931
C -4.464 2.065 1.917
C -5.031 1.709 0.710
C -4.001 1.056 0.034
N -2.894 1.011 0.774
N -1.564 0.439 3.415
C -1.550 -0.215 4.584
C -0.897 -1.419 4.405
C -0.542 -1.416 3.055
N -0.945 -0.293 2.468
H 1.217 5.090 2.482
H 1.390 3.166 0.528
H -0.952 4.272 3.960
H -2.669 2.314 4.016
H -4.874 2.584 2.767
H -6.034 1.894 0.371
H -4.025 0.625 -0.952
H -2.006 0.220 5.457
H -0.718 -2.184 5.139
H -0.026 -2.158 2.471
N 0.208 4.269 -3.385
C 0.213 3.168 -4.176
O 0.778 3.084 -5.246
C -0.557 2.017 -3.594
C -1.428 1.274 -4.374
C -2.157 0.263 -3.769
C -1.976 0.027 -2.418
N -1.113 0.716 -1.669
C -0.413 1.682 -2.259
H 0.643 5.104 -3.742
H -0.439 4.334 -2.607
H -1.535 1.502 -5.426
H -2.861 -0.336 -4.330
H -2.518 -0.765 -1.917
H 0.294 2.212 -1.633
C -2.607 4.680 -0.355
O -1.569 3.890 -0.939
H -2.514 5.731 -0.639
H -2.594 4.599 0.733
H -3.560 4.295 -0.716
H -0.846 3.848 -0.302
C 0.260 -4.704 1.598
N 0.873 -4.057 0.442
C 2.317 -3.923 0.588
P 0.002 -3.028 -0.518
O -0.345 -1.658 -0.035
N -1.409 -3.864 -0.729
C -1.450 -5.252 -1.165
C -2.715 -3.227 -0.675
N 0.978 -2.912 -1.850
C 1.029 -1.690 -2.639
C 1.344 -4.104 -2.604
H 0.538 -5.761 1.625
H -0.824 -4.633 1.552
H 0.604 -4.246 2.530
H 2.788 -4.909 0.561
H 2.566 -3.459 1.548
H 2.724 -3.318 -0.219
H -0.487 -5.733 -1.009
H -1.719 -5.338 -2.222
H -2.196 -5.796 -0.580
H -2.637 -2.252 -0.201
H -3.392 -3.840 -0.076
H -3.155 -3.121 -1.673
H 0.910 -0.827 -1.991
H 0.262 -1.668 -3.422
H 2.007 -1.627 -3.119
H 1.450 -4.961 -1.943
H 2.304 -3.935 -3.095
H 0.606 -4.344 -3.378
O 1.390 0.560 0.173
C 2.391 -0.087 0.470
C 2.823 -0.274 1.890
C 3.722 0.964 2.155
C 4.810 1.277 1.107
C 4.316 1.810 -0.254
C 3.847 0.716 -1.232
N 3.320 -0.431 -0.472
H 3.394 -1.196 2.017
H 1.968 -0.274 2.564
H 4.197 0.825 3.126
H 3.066 1.834 2.246
H 5.454 0.402 0.959
H 5.458 2.037 1.546
H 5.110 2.389 -0.727
H 3.494 2.507 -0.073
H 4.669 0.344 -1.842
H 3.075 1.083 -1.906
H 4.074 -0.965 -0.061
```

---

No. 2
Computed, not measured: 8 unconnected molecules or ions with the total composition C21H61N3O10 at a distorted geometry, with ωB97M-V/def2-TZVPD.

Its total charge is -1. Its largest force on an atom is 3.4 eV/Å. The spin multiplicity is 2. As for the expectation value of S²: 0.75. Its orbital gap (alpha / beta) is 1.631 / 8.673 eV.

Geometry as XYZ:
```
95
C21H61N3O10 ωB97M-V/def2-TZVPD
C -1.576 -5.346 -1.291
O -1.644 -4.489 -2.386
H -0.825 -5.106 -0.538
H -2.518 -5.451 -0.752
H -1.178 -6.280 -1.685
H -1.739 -4.985 -3.202
C -1.641 -1.528 -1.460
O -2.328 -2.372 -0.498
H -0.762 -2.080 -1.792
H -2.370 -1.365 -2.253
H -1.209 -0.663 -0.956
H -2.100 -3.257 -0.793
C 2.616 -1.089 -0.380
O 3.424 -0.038 0.010
H 2.751 -1.925 0.306
H 1.577 -0.765 -0.317
H 2.739 -1.425 -1.409
H 4.336 -0.336 0.035
C 1.732 -0.374 -3.781
O 2.175 0.770 -3.052
H 1.290 -1.053 -3.051
H 0.972 -0.066 -4.498
H 2.639 -0.762 -4.245
H 2.961 0.575 -2.536
C -5.476 -0.206 -2.551
O -5.061 -1.476 -1.947
H -5.136 0.545 -1.838
H -5.035 0.013 -3.523
H -6.551 -0.189 -2.377
H -4.191 -1.359 -1.559
C -0.490 -3.442 2.274
O 0.693 -2.757 2.429
C 0.664 -1.627 3.279
C 2.078 -0.916 3.406
N 3.102 -1.655 4.262
C 2.951 -1.689 5.717
C 4.148 -2.369 6.469
O 3.937 -3.737 6.225
C 4.130 -4.652 7.346
H -1.226 -2.855 1.725
H -0.910 -3.847 3.195
H -0.145 -4.387 1.855
H 0.484 -1.987 4.292
H -0.167 -0.954 3.071
H 1.923 0.028 3.928
H 2.564 -0.794 2.438
H 3.218 -2.614 3.969
H 2.059 -2.254 5.987
H 2.802 -0.723 6.199
H 4.122 -2.119 7.530
H 5.128 -2.253 6.006
H 3.212 -4.741 7.927
H 4.958 -4.392 8.004
H 4.258 -5.702 7.081
C -1.917 1.043 -4.936
O -1.887 2.369 -4.305
C -1.852 3.424 -5.202
C -1.601 4.771 -4.640
N -0.129 5.013 -4.604
C 0.699 4.292 -3.694
C 2.204 4.643 -3.834
O 2.803 4.589 -5.106
C 2.797 3.271 -5.671
H -0.887 0.795 -5.191
H -2.591 0.891 -5.779
H -2.184 0.417 -4.085
H -2.789 3.301 -5.745
H -0.964 3.186 -5.788
H -2.108 4.827 -3.677
H -2.121 5.473 -5.292
H 0.325 4.834 -5.488
H 0.654 3.270 -4.069
H 0.312 4.396 -2.680
H 2.764 4.142 -3.045
H 2.449 5.691 -3.659
H 3.048 2.579 -4.867
H 3.521 3.255 -6.487
H 1.865 2.970 -6.148
C -2.980 0.826 1.622
C -2.691 1.437 3.021
C -1.714 2.742 3.036
O -1.155 2.916 4.377
C -0.005 2.117 4.456
N -3.988 1.767 3.486
H -3.606 1.473 1.006
H -3.316 -0.193 1.811
H -2.042 0.736 1.074
H -2.292 0.701 3.719
H -2.228 3.687 2.859
H -0.850 2.583 2.392
H -0.122 1.065 4.719
H 0.562 2.308 5.368
H 0.782 2.124 3.702
H -3.834 2.377 4.276
H -4.296 2.412 2.773
```